Record 1
The following is a quantum chemistry calculation of a molecular structure, C5H7Cl2OP, from the OMol25 dataset.

HOMO level (alpha / beta), eV: -8.580 / -9.107
M, u: 184.99
Total charge: 0
E_LUMO (alpha / beta), eV: -1.278 / -0.678
Energy above the lowest of the compared OMol25 structures with the same formula, charge and spin, eV: 4.3440
Frontier orbital gap (alpha / beta), eV: 7.3 / 8.4

Last column: natural (NBO) charge in e.
Positions of all 16 atoms, in Å:
C 1.57856 -1.17285 0.26476  0.0501
C 1.26261 0.56024 -0.54220  -0.4485
C 0.29718 -1.71985 0.65466  -0.5450
C -0.70975 -0.56104 1.02119  -0.7357
C -1.18448 1.44231 -1.33672  -0.9734
O -0.19135 2.15250 1.10853  -1.0838
P -0.21965 1.04397 0.17507  1.8728
Cl 2.97797 -2.04201 -0.12385  0.0929
Cl 2.60859 1.68659 -0.56871  0.0612
H -0.11641 -2.54115 -0.11636  0.2343
H 0.32541 -2.30714 1.52972  0.2466
H -1.82719 -0.59371 0.75335  0.2507
H -0.59518 -0.37247 2.09803  0.2600
H -1.26056 0.45865 -1.87241  0.2298
H -2.27142 1.86493 -1.15908  0.2522
H -0.67433 2.10102 -1.88599  0.2359

***

Record 2
The following is a quantum chemistry calculation of a molecular structure, C5H7ClF2, from the OMol25 dataset.

HOMO level, eV: -10.848
M, u: 140.56
Total charge: 0
E_LUMO, eV: 0.653
Energy above the lowest of the compared OMol25 structures with the same formula, charge and spin, eV: 2.9702
Frontier orbital gap, eV: 11.5

Last column: natural (NBO) charge in e.
Positions of all 15 atoms, in Å:
C -0.50407 1.94554 -0.00793  -0.6726
C -0.80732 0.49303 -0.15850  0.2504
C -0.84933 -0.52278 -1.21829  -0.4302
C -0.20713 -1.61888 -0.37396  -0.4876
C 0.22982 -0.47493 0.34896  0.4411
H 0.66563 2.61147 -0.12182  0.2819
H -1.31031 2.44290 -0.68420  0.2336
H -0.73344 2.03728 1.11677  0.2434
H -1.80874 -0.87076 -1.61882  0.2374
H -0.23264 -0.51514 -2.10058  0.2329
H 0.48045 -2.23574 -0.93042  0.2361
H -0.98148 -2.51618 -0.07331  0.2528
F -2.09058 0.13502 0.40230  -0.3706
F 0.43864 -0.68064 1.61197  -0.3068
Cl 1.85977 0.29558 -0.30928  -0.1418

***

Record 3
The following is a quantum chemistry calculation of a gas-phase ion, C5H7ClF3NO2PS (charge +1), from the OMol25 dataset.

HOMO level, eV: -13.056
M, u: 268.60
Total charge: +1
E_LUMO, eV: -5.542
Frontier orbital gap, eV: 7.5

Last column: natural (NBO) charge in e.
Positions of all 21 atoms, in Å:
O 4.05705 -0.61301 0.88835  -0.9235
P 3.45511 0.03497 -0.57121  1.1466
Cl 3.51231 -1.53404 -2.01876  -0.2845
C 1.60043 0.30696 -0.30419  -0.6938
C 1.07548 1.62179 0.43621  -0.2584
N -0.42189 1.39521 0.48526  -0.4970
C -0.92226 0.79525 -0.61073  0.2710
C -2.44238 0.36990 -0.84968  -0.1582
O -2.90740 -0.38391 0.29218  -0.4758
C -2.17450 -1.56722 0.48973  1.1553
F -3.07820 -2.50350 1.03407  -0.2979
F -1.14969 -1.43367 1.45871  -0.3300
F -1.68210 -2.14834 -0.68131  -0.3071
S 0.47999 0.49080 -1.80027  0.3879
H 3.33480 -1.07789 1.38088  0.4913
H 1.16825 -0.61546 0.23497  0.2538
H 1.42087 2.63836 0.04736  0.2800
H 1.35376 1.42463 1.53371  0.2467
H -0.99117 1.64644 1.30865  0.4605
H -3.10521 1.30812 -0.90235  0.2699
H -2.58324 -0.15536 -1.85158  0.2633

***

Record 4
The following is a quantum chemistry calculation of C5H7ClN2 in the gas phase, from the OMol25 dataset.

Structure (SMILES): CNc1[nH]ccc1Cl
HOMO level, eV: -8.151
M, u: 130.58
Total charge: 0
E_LUMO, eV: 0.994
Energy above the lowest of the compared OMol25 structures with the same formula, charge and spin, eV: 0.3976
Frontier orbital gap, eV: 9.1

Last column: natural (NBO) charge in e.
Positions of all 15 atoms, in Å:
C -2.46267 0.12884 0.83245  -0.4057
C -0.47766 0.04515 -0.52479  0.2438
C 1.03803 1.34705 -1.57687  -0.0651
C 1.70507 0.69714 -0.57102  -0.3123
C 0.75068 -0.10581 0.10999  -0.1487
H -1.93096 0.02926 1.79606  0.1842
H -3.46446 -0.33142 0.90902  0.2006
H -2.60523 1.18861 0.62502  0.1964
H -1.64373 -1.49665 -0.14319  0.3771
H -0.98966 1.19690 -2.17963  0.4163
H 1.37109 2.04647 -2.32592  0.2149
H 2.73319 0.79052 -0.30673  0.2298
N -1.74955 -0.49402 -0.28604  -0.6385
N -0.27080 0.94780 -1.54524  -0.4966
Cl 1.02068 -1.13379 1.46034  0.0036

***

Record 5
The following is a quantum chemistry calculation of C5H7ClN2 in the gas phase, from the OMol25 dataset.

Structure (SMILES): C=C(Cl)/C=C\C=N\N
HOMO level, eV: -8.234
M, u: 130.58
Total charge: 0
E_LUMO, eV: -0.194
Energy above the lowest of the compared OMol25 structures with the same formula, charge and spin, eV: 4.1164
Frontier orbital gap, eV: 8.0

Last column: natural (NBO) charge in e.
Positions of all 15 atoms, in Å:
C -1.73405 0.74293 -0.09532  -0.0345
C -0.67761 1.64446 0.00692  -0.2316
C 0.66396 1.42496 0.00153  -0.2027
C 1.04240 0.11113 0.39869  -0.0461
C 0.58934 -0.56677 1.51556  -0.3936
H -2.62275 -2.16213 0.14727  0.3744
H -3.50406 -0.58683 0.01567  0.3345
H -2.70584 1.34371 0.17906  0.1402
H -1.05871 2.62808 -0.45822  0.2150
H 1.60066 2.07786 -0.29602  0.2472
H 0.86975 -1.59205 1.61810  0.2168
H -0.25577 -0.04942 2.02984  0.2112
N -2.83444 -1.21358 -0.40532  -0.6153
N -1.66727 -0.49550 -0.34956  -0.2029
Cl 2.34614 -0.57858 -0.52446  -0.0126

***

Record 6
The following is a quantum chemistry calculation of a gas-phase ion, C5H7ClN3 (charge +1), from the OMol25 dataset.

Structure (SMILES): Nn1cccc(Cl)c1=[NH2+]
HOMO level, eV: -12.694
M, u: 144.58
Total charge: +1
E_LUMO, eV: -4.125
Energy above the lowest of the compared OMol25 structures with the same formula, charge and spin, eV: 1.1158
Frontier orbital gap, eV: 8.6

Last column: natural (NBO) charge in e.
Positions of all 16 atoms, in Å:
C -0.00787 1.02350 -1.53486  -0.2872
C -1.02207 0.12414 -1.85009  -0.1473
C 0.92100 1.13766 -0.52114  0.0249
C -0.41747 -0.52583 0.38831  0.4838
C -1.44922 -0.75368 -0.88746  -0.1210
N 0.74087 0.33184 0.58522  -0.2047
N -0.60529 -1.30752 1.41624  -0.7380
N 1.43138 0.39125 1.79781  -0.6405
Cl -2.61851 -1.87857 -0.75776  0.1894
H 0.20782 1.54604 -2.48582  0.2505
H -1.38599 0.05850 -2.90898  0.2626
H 1.80388 1.66749 -0.81604  0.2580
H -1.13548 -2.16363 1.36872  0.4386
H 0.14700 -1.19304 2.11760  0.4321
H 2.35759 0.55181 1.56667  0.3965
H 1.03235 0.99004 2.52157  0.4023

***

Record 7
The following is a quantum chemistry calculation of a molecular structure, C5H7ClO2S, from the OMol25 dataset.

HOMO level, eV: -10.066
M, u: 166.63
Total charge: 0
E_LUMO, eV: -0.389
Energy above the lowest of the compared OMol25 structures with the same formula, charge and spin, eV: 0.4645
Frontier orbital gap, eV: 9.7

Last column: natural (NBO) charge in e.
Positions of all 16 atoms, in Å:
C 0.50612 -1.28416 2.27757  -0.2778
C 1.50319 -0.69670 2.58159  0.0182
C -2.83983 0.39767 -4.09370  -0.3836
C -1.98145 0.74638 -3.16084  -0.2240
C 2.72263 -0.03958 2.99529  -0.6941
O -0.50064 0.98853 -0.38297  -0.8694
O -0.57492 -1.25474 -1.31405  -0.8646
S 0.20343 -0.06879 -1.06497  1.6636
Cl -0.30114 0.95115 -3.48576  0.0158
H -0.38404 -1.75202 1.97792  0.2382
H -3.88127 0.27505 -3.85532  0.2179
H -2.54380 0.22598 -5.11432  0.2111
H -2.22861 0.93140 -2.12637  0.2341
H 2.50500 0.96618 3.35345  0.2393
H 3.41608 0.02624 2.15615  0.2361
H 3.19406 -0.60740 3.79763  0.2392

***

Record 8
The following is a quantum chemistry calculation of a molecular structure, C5H7ClS2, from the OMol25 dataset.

HOMO level, eV: -8.663
M, u: 166.70
Total charge: 0
E_LUMO, eV: -0.646
Energy above the lowest of the compared OMol25 structures with the same formula, charge and spin, eV: 3.2141
Frontier orbital gap, eV: 8.0

Last column: natural (NBO) charge in e.
Positions of all 15 atoms, in Å:
C -0.80178 -2.04898 0.88335  -0.8003
C -0.94253 0.43238 -0.00535  -0.4025
C 0.64327 0.18603 -0.02732  -0.0714
C 1.51380 0.73450 0.87997  -0.1818
C 2.97537 0.77723 0.88248  -0.6833
H 0.33462 -2.26470 0.18672  0.2669
H -0.46212 -1.48544 1.80482  0.2193
H -1.32897 -2.99082 1.36187  0.2494
H 0.86831 1.26196 1.79715  0.2304
H 3.41688 1.88992 0.79732  0.2461
H 3.23928 0.29107 1.84972  0.2346
H 3.62280 0.17632 0.10572  0.2473
S -2.03862 -0.82339 0.13767  0.4162
S -1.45983 1.94010 -0.34233  0.0646
Cl 1.52680 -0.89603 -1.19456  -0.0357

***

Record 9
The following is a quantum chemistry calculation of C5H7ClS2 in the gas phase, from the OMol25 dataset.

Structure (SMILES): C=C(CCCl)SC=S
HOMO level, eV: -8.835
M, u: 166.70
Total charge: 0
E_LUMO, eV: -0.326
Energy above the lowest of the compared OMol25 structures with the same formula, charge and spin, eV: 0.9481
Frontier orbital gap, eV: 8.5

Last column: natural (NBO) charge in e.
Positions of all 15 atoms, in Å:
C -1.23338 -0.53818 -1.85931  -0.3665
C -1.56086 -0.29665 -0.40236  -0.4639
C -0.44242 -0.63207 0.61116  -0.1858
C -0.56181 -1.63800 1.46680  -0.3281
C 0.84063 1.58798 1.41797  -0.4891
H -2.04646 -0.20563 -2.44968  0.2184
H -0.35637 -0.01365 -2.24750  0.2254
H -2.35923 -0.96807 -0.18504  0.2199
H -1.97691 0.71479 -0.20779  0.2302
H -1.50590 -2.04921 1.58610  0.2011
H 0.25387 -1.93466 2.14870  0.2172
H 0.02029 1.38093 2.10771  0.2028
S 1.04504 0.24312 0.32669  0.3552
S 1.75245 2.94154 1.50722  0.0302
Cl -1.12012 -2.28103 -2.20591  -0.0670

***

Record 10
The following is a quantum chemistry calculation of a molecular structure, C5H7F, from the OMol25 dataset.

HOMO level (alpha / beta), eV: -8.480 / -7.801
M, u: 86.11
Total charge: 0
E_LUMO (alpha / beta), eV: -0.466 / -0.393
Energy above the lowest of the compared OMol25 structures with the same formula, charge and spin, eV: 6.4543
Frontier orbital gap (alpha / beta), eV: 8.0 / 7.4

Last column: natural (NBO) charge in e.
Positions of all 13 atoms, in Å:
C -0.10061 0.15948 0.31423  0.1447
C -1.24275 -0.43937 0.29974  -0.2685
C 1.25131 0.44409 0.11215  -0.5698
C 2.90666 -0.58053 0.23142  0.2189
C -2.59418 0.19000 -0.06532  -0.6341
F 3.86837 0.32509 -0.06860  -0.3691
H -1.46899 -1.34243 0.82596  0.2210
H 1.58076 0.40440 -0.90388  0.2515
H 1.73592 1.45213 0.69779  0.2509
H 2.92042 -1.20504 -0.72852  0.0800
H -3.18615 0.12278 0.80508  0.2282
H -3.08841 -0.56736 -0.70280  0.2137
H -2.58234 1.03676 -0.81724  0.2328

***

Record 11
The following is a quantum chemistry calculation of a molecular structure, C5H7F, from the OMol25 dataset.

HOMO level, eV: -8.941
M, u: 86.11
Total charge: 0
E_LUMO, eV: 0.535
Energy above the lowest of the compared OMol25 structures with the same formula, charge and spin, eV: 5.5876
Frontier orbital gap, eV: 9.5

Last column: natural (NBO) charge in e.
Positions of all 13 atoms, in Å:
C -1.25207 0.21872 -1.55868  -0.7169
C -0.81461 0.82148 -0.20795  0.4378
C 0.09365 0.71902 0.72372  -0.3544
C 0.90092 -0.40635 0.73272  -0.2359
C 1.79922 -1.07094 1.51201  -0.4200
H -1.54814 1.19121 -2.20961  0.2744
H -0.25714 -0.44744 -2.16879  0.2426
H -2.23077 -0.74320 -1.31509  0.2553
H -0.12936 1.44076 1.63179  0.2519
H 0.40984 -1.17447 -0.06955  0.1884
H 2.56942 -0.56245 2.46398  0.2346
H 2.13841 -1.97237 0.56004  0.2314
F -1.67936 1.98602 -0.09459  -0.3891

***

Record 12
The following is a quantum chemistry calculation of 2 unconnected molecules or ions with the total composition C5H7FO, from the OMol25 dataset.

HOMO level, eV: -9.054
M, u: 102.11
Total charge: 0
E_LUMO, eV: 0.227
Energy above the lowest of the compared OMol25 structures with the same formula, charge and spin, eV: 6.1193
Frontier orbital gap, eV: 9.3

Last column: natural (NBO) charge in e.
Positions of all 14 atoms, in Å:
C -1.54660 -0.52746 -0.39328  -0.0893
C -0.11540 -0.36858 -0.31023  -0.1639
C 0.55804 -1.47993 -0.04716  0.2245
C 0.19477 1.13926 -0.22995  -0.2847
C 1.53499 1.34168 0.16220  -0.3768
H -0.88057 0.29237 1.64267  0.4543
H -1.61468 -1.66608 -0.50282  0.1795
H -2.07924 0.24018 -1.22254  0.1755
H 0.28745 -2.48147 -0.44433  0.1858
H -0.66416 1.96684 -0.57722  0.2772
H 2.02887 2.34775 0.18594  0.1910
H 2.53309 0.63252 0.51757  0.2501
O -2.03364 -0.07463 0.86955  -0.6988
F 1.79708 -1.36246 0.34959  -0.3245